DFT (ωB97M-V/def2-TZVPD) results for a molecular structure, C27H21AlCl2N3OS4Te.

The geometry in XYZ format:
```
60
Properties=species:S:1:pos:R:3
Te 11.115 13.959 9.503
Cl 6.547 14.086 8.714
Cl 5.483 16.533 10.061
S 7.446 10.958 12.335
S 7.872 8.187 8.986
S 8.895 11.058 9.343
S 6.572 8.169 11.681
Al 8.787 12.228 11.206
O 6.558 6.153 10.045
N 8.546 14.002 12.025
N 10.730 13.486 12.824
N 10.531 12.431 12.233
C 12.557 12.886 8.464
C 9.290 17.288 7.646
C 10.081 16.451 8.419
C 10.214 15.107 8.044
C 12.299 9.285 11.688
C 9.603 14.347 12.802
C 8.483 16.252 13.672
C 13.856 13.403 8.502
C 5.574 15.574 8.566
C 11.283 10.174 11.913
C 9.560 14.575 6.923
C 13.596 9.739 11.517
C 12.263 11.717 7.752
C 14.562 11.521 7.172
C 8.009 9.614 9.967
C 7.484 9.611 11.182
C 14.854 12.672 7.875
C 9.649 15.474 13.569
C 11.609 11.506 12.041
C 6.932 7.277 10.209
C 7.428 14.695 12.137
C 7.341 15.812 12.978
C 13.273 11.031 7.145
C 8.626 16.780 6.532
C 12.910 11.999 11.913
C 13.909 11.087 11.577
C 8.764 15.420 6.202
H 8.091 17.503 5.977
H 14.064 14.376 8.967
H 11.242 11.335 7.753
H 10.519 15.677 14.168
H 6.001 16.196 7.735
H 15.862 13.028 7.874
H 8.270 15.135 5.265
H 10.288 9.814 11.969
H 4.564 15.246 8.285
H 14.327 9.011 11.294
H 12.119 8.206 11.676
H 8.428 17.133 14.268
H 13.057 10.092 6.650
H 15.366 11.028 6.636
H 6.570 14.388 11.518
H 6.398 16.386 12.981
H 14.916 11.440 11.386
H 9.237 18.343 7.850
H 9.616 13.539 6.713
H 13.146 13.060 12.002
H 10.655 16.828 9.250
```

Calculated values
Net charge: +1
ΔE to the lowest compared entry with this formula, charge and spin, kcal per mole: 0.0
HOMO level, eV: -10.284

Löwdin charges, unit e, in atom order:
1 Te 1.504
2 Cl 0.563
3 Cl 0.554
4 S 0.727
5 S 0.996
6 S 0.656
7 S 1.000
8 Al -0.283
9 O -0.031
10 N 0.051
11 N 0.148
12 N -0.044
13 C -0.519
14 C -0.077
15 C -0.163
16 C -0.527
17 C -0.037
18 C -0.286
19 C 0.024
20 C -0.144
21 C -0.953
22 C -0.020
23 C -0.138
24 C -0.043
25 C -0.133
26 C -0.069
27 C -1.054
28 C -1.068
29 C -0.082
30 C 0.045
31 C -0.248
32 C -0.999
33 C -0.106
34 C -0.009
35 C -0.081
36 C -0.075
37 C -0.022
38 C -0.041
39 C -0.093
40 H 0.096
41 H 0.101
42 H 0.061
43 H 0.132
44 H 0.039
45 H 0.104
46 H 0.121
47 H 0.091
48 H 0.036
49 H 0.105
50 H 0.130
51 H 0.117
52 H 0.116
53 H 0.115
54 H 0.085
55 H 0.119
56 H 0.118
57 H 0.107
58 H 0.094
59 H 0.114
60 H 0.078